Entry 1:
Computed, not measured: 8 unconnected molecules or ions with the total composition C63H66N4O16S, with wB97M-V/def2-TZVPD.

Element x y z (Å)
H1 0.415 2.462 3.571
C1 -0.325 5.624 -0.602
C2 0.596 3.251 4.305
H2 7.614 -3.469 2.095
C3 3.463 -1.027 2.696
H3 7.944 5.553 2.727
H4 1.290 -3.839 1.545
H5 -3.251 3.772 0.043
N1 -0.758 2.229 -0.269
C4 5.902 4.254 5.259
H6 -0.267 -9.384 0.514
O1 -2.517 7.854 -2.266
C5 -1.277 -8.943 -1.377
H7 -7.371 8.465 -7.400
H8 -3.007 -5.972 -6.265
C6 -7.252 -6.503 -2.458
O2 -1.114 -7.742 -1.293
N2 6.255 -5.445 2.754
O3 -1.116 -2.181 -4.849
C7 3.941 -0.917 0.345
H9 -1.452 2.211 -1.006
C8 6.634 -1.665 2.809
H10 -2.352 -8.865 -3.286
H11 -5.248 2.456 -0.709
H12 1.337 -5.217 0.439
H13 8.291 7.303 4.477
S1 2.959 1.689 4.370
H14 6.536 -0.893 0.778
O4 -5.638 6.555 -7.185
H15 -0.204 3.189 5.042
H16 4.636 -1.743 0.506
H17 6.311 -5.595 1.751
C9 -0.766 -9.856 -0.323
H18 2.569 3.991 4.856
N3 0.441 0.278 1.894
O5 -1.426 -4.077 -0.039
C10 -1.471 8.215 -0.192
C11 1.968 3.087 4.976
C12 6.597 -3.076 2.194
H19 -1.334 5.560 -2.466
C13 -1.757 7.432 -1.417
C14 2.759 -2.726 -0.968
C15 7.465 5.513 3.697
H20 0.517 4.210 3.792
H21 -4.518 8.363 -3.259
O6 0.305 -2.867 -0.699
O7 7.143 7.204 6.796
H22 1.240 3.088 0.947
O8 0.679 5.961 1.499
H23 5.255 3.396 5.410
C16 -2.275 -4.972 -2.990
C17 5.326 0.436 2.007
C18 -8.196 -7.354 -0.359
H24 -2.626 -11.343 -3.468
C19 -0.675 7.741 0.760
H25 6.188 -3.024 1.178
C20 -0.260 -3.854 0.062
O9 -6.272 10.275 -3.469
H26 -0.555 -11.861 0.334
C21 0.584 2.103 -0.863
H27 -4.231 6.613 -5.005
O10 -7.657 3.407 -0.622
C22 3.177 2.220 2.658
H28 3.409 -2.484 -1.816
H29 3.815 2.479 0.185
C23 -8.349 -6.631 -1.465
H30 -7.837 5.820 0.302
C24 -6.122 9.422 -4.319
H31 5.922 -3.862 4.075
H32 -2.372 -5.369 -1.987
C25 2.911 1.865 0.217
C26 6.975 6.356 5.948
C27 -4.404 5.547 0.590
H33 1.979 -0.760 -0.600
H34 2.009 -1.783 0.799
O11 6.408 3.509 3.079
C28 -4.261 4.165 0.069
N4 3.162 -1.783 3.503
H35 0.140 4.653 -0.663
C29 -5.115 8.342 -4.161
O12 -3.211 -6.937 -3.865
H36 -9.265 -6.103 -1.697
H37 3.252 -3.523 -0.400
O13 -3.430 6.182 0.937
C30 -1.619 -3.261 -4.620
C31 -1.109 6.108 -1.559
C32 -2.750 -5.835 -4.095
C33 7.650 6.444 4.628
H38 -5.843 7.132 1.047
C34 -5.980 -7.213 -2.173
H39 0.842 1.048 -1.012
O14 -7.391 -5.841 -3.465
C35 -6.786 8.488 -6.490
H40 4.360 -0.308 -0.458
O15 -1.739 -12.988 -1.672
C36 -6.923 -8.064 -0.072
H41 7.583 -1.556 3.338
H42 4.723 -3.946 2.781
H43 5.499 1.329 1.403
C37 2.595 -1.499 -0.077
H44 2.986 1.159 -0.609
C38 -6.944 9.423 -5.557
C39 -0.919 -11.173 -0.418
C40 -1.753 -3.774 -3.235
H45 5.575 -6.116 3.094
H46 1.876 2.880 6.043
H47 2.467 3.028 2.482
H48 -2.016 -3.722 -6.727
C41 -5.321 3.467 -0.327
H49 -0.471 8.281 1.676
C42 1.522 0.644 1.801
H50 7.403 0.130 1.881
H51 0.095 -5.155 1.710
C43 -2.641 -5.321 -5.482
C44 -5.780 7.406 -6.333
H52 -7.669 10.221 -5.646
C45 2.896 1.136 1.586
C46 -0.045 6.404 0.632
C47 -6.830 5.425 0.265
C48 -5.769 6.123 0.663
C49 -2.115 -4.124 -5.726
C50 6.089 5.188 6.188
C51 0.673 -4.561 1.008
H53 5.330 0.772 3.047
H54 0.571 2.566 -1.854
C52 1.426 -3.227 -1.526
H55 -0.908 1.417 0.320
C53 5.788 -4.077 3.011
C54 -4.960 7.408 -5.096
H56 2.038 3.667 -0.490
H57 5.855 -1.581 3.570
H58 1.218 -2.782 -2.501
H59 -1.979 9.168 -0.116
H60 1.442 -4.311 -1.664
H61 5.612 5.147 7.159
C55 -5.829 -7.934 -1.065
H62 -8.979 -7.464 0.381
C56 6.576 4.350 3.938
C57 -1.607 -11.787 -1.584
C58 1.680 2.761 0.003
C59 -2.124 -10.871 -2.632
C60 -6.690 4.042 -0.262
C61 3.911 -0.084 1.650
H63 -4.909 -8.457 -0.833
H64 -5.189 -7.109 -2.904
H65 -1.404 -3.128 -2.438
O16 -6.787 -8.723 0.937
H66 4.172 2.632 2.507
C62 -1.979 -9.551 -2.537
C63 6.516 -0.503 1.799

Computed properties:
HOMO = -8.88 eV
energy above the lowest of the compared OMol25 structures with the same formula, charge and spin = 0.0 kJ/mol
orbital gap = 0.262 Ha
lowest unoccupied orbital energy = -1.75 eV
SMILES = CCSC[C@@](C#N)(CCCN)[C@](C#N)(CCCCCN)CCCCOC(C)=O.O=C1C=CC(=O)C=C1.O=C1C=CC(=O)C=C1.O=C1C=CC(=O)C=C1.O=C1C=CC(=O)C=C1.O=C1C=CC(=O)C=C1.O=C1C=CC(=O)C=C1.O=C1C=CC(=O)C=C1
calculated total energy = -4261.044429 Ha



Entry 2:
Computed, not measured: a molecular structure, C63H66N4O2PRhS4 in a non-equilibrium geometry, with wB97M-V/def2-TZVPD.

Element x y z (Å)
C1 -3.069 0.859 1.869
C2 3.480 -2.495 -3.359
H1 -6.204 5.273 0.821
C3 3.850 4.454 1.664
C4 -0.258 6.471 -1.991
H2 1.906 4.767 -3.869
C5 -6.671 -0.514 -3.514
C6 -2.722 -5.671 0.357
C7 4.182 -2.089 0.981
H3 3.322 -1.898 -4.257
H4 1.974 -1.795 5.017
C8 -0.096 -5.635 -0.454
C9 -4.539 0.230 -1.940
H5 4.398 -7.426 -1.666
H6 -3.758 -5.659 0.660
H7 -0.098 -3.862 6.064
H8 3.633 0.020 0.968
C10 -3.600 1.085 3.124
C11 -0.056 -3.626 5.002
C12 0.683 2.383 -1.833
C13 1.510 3.911 1.574
C14 1.046 -1.401 5.427
C15 -5.751 1.495 2.135
O1 -4.199 -3.361 0.100
N1 -2.861 2.220 -1.440
H9 -6.640 1.499 -4.251
H10 4.771 -0.089 -3.144
S1 -3.147 0.710 -0.885
Rh1 -0.809 -0.976 0.416
C16 3.324 -0.910 1.438
H11 -0.171 -7.762 -0.363
C17 -0.033 1.637 -2.750
C18 -0.053 2.025 -4.078
H12 -7.501 -0.807 -4.139
H13 4.928 -0.030 -1.391
C19 6.170 -6.249 -1.903
H14 5.910 -0.968 0.238
C20 2.378 -0.681 -2.085
C21 -2.994 -3.225 0.308
N2 -1.944 -0.148 -1.014
H15 3.019 -5.510 -0.954
C22 -2.074 4.572 -2.927
H16 -0.545 7.428 -3.890
C23 -4.788 5.221 2.432
H17 6.295 -2.574 0.866
C24 -2.699 4.133 1.973
C25 -0.716 -6.841 -0.214
C26 -5.112 1.158 -2.793
H18 -0.631 1.461 -4.794
N3 -0.877 2.682 0.362
C27 2.541 4.706 2.046
H19 4.645 5.100 2.004
C28 1.786 2.864 0.710
H20 -2.013 0.608 1.749
S2 0.473 1.905 -0.092
H21 0.446 7.207 -1.633
C29 -5.225 4.951 1.136
C30 -0.216 -1.517 2.188
H22 3.302 1.770 -0.319
H23 -2.966 1.019 3.994
H24 -6.478 -2.440 -2.592
C31 1.405 3.501 -2.222
H25 5.770 -1.282 -2.326
C32 -2.042 -6.863 0.195
S3 -2.049 3.223 -0.534
H26 -4.607 -1.769 -1.149
C33 -3.146 3.860 0.675
C34 3.609 -1.584 -2.133
H27 2.406 -0.005 -1.235
H28 6.402 -2.940 -1.321
H29 -4.720 4.068 -0.761
C35 0.650 3.153 -4.479
H30 1.972 4.072 -1.504
H31 4.539 -4.127 1.662
C36 -4.945 1.398 3.256
H32 2.619 -3.152 -3.236
H33 0.877 -4.006 4.593
C37 -2.114 -4.442 0.120
H34 1.043 -1.550 6.506
C38 -3.525 4.804 2.841
H35 0.488 4.108 1.860
H36 -5.852 1.336 -0.003
C39 -1.721 5.639 -3.718
C40 -6.185 0.783 -3.582
H37 4.357 -2.931 2.949
H38 -1.728 3.766 2.264
H39 0.643 3.448 -5.517
H40 5.882 -1.259 1.971
C41 4.606 -4.092 -1.088
P1 3.414 -2.764 -0.633
C42 -0.593 5.411 -1.185
H41 -0.580 0.773 -2.397
C43 3.101 2.585 0.355
C44 -5.226 1.270 0.873
C45 -0.778 -4.422 -0.300
S4 0.102 -2.995 -0.793
H42 0.932 -5.592 -0.776
H43 6.779 -7.078 -2.226
H44 3.413 -0.782 2.517
H45 -4.710 2.159 -2.830
H46 -0.178 5.294 -0.195
O2 -2.496 -2.128 0.722
C46 -3.883 0.953 0.756
H47 -5.363 1.565 4.237
C47 5.951 -3.915 -1.395
H48 2.314 5.544 2.691
C48 -5.030 -1.061 -1.848
C49 -6.099 -1.432 -2.649
H49 2.936 -3.489 2.063
H50 1.003 -0.332 5.220
C50 4.063 -5.369 -1.192
C51 -0.815 6.595 -3.262
H51 1.479 -1.285 -1.985
H52 -2.144 5.730 -4.707
C52 -0.158 -2.111 4.795
C53 4.128 3.375 0.835
C54 -1.462 -1.592 5.417
H53 -2.320 -2.043 4.923
C55 -1.492 4.441 -1.657
H54 4.368 -3.107 -3.504
H55 -2.760 3.813 -3.265
H56 -1.500 -1.829 6.479
C56 1.375 3.883 -3.554
C57 3.989 -3.239 1.973
H57 -0.879 -4.132 4.500
C58 -0.199 -1.803 3.368
C59 6.726 -4.986 -1.797
H58 -1.526 -0.512 5.300
H59 5.148 3.167 0.553
C60 4.836 -6.442 -1.594
H60 -3.188 5.004 3.846
N4 0.565 0.457 0.212
C61 5.659 -1.702 0.998
H61 7.770 -4.831 -2.030
H62 2.269 -1.068 1.209
H63 -5.424 5.761 3.114
H64 -2.543 -7.800 0.384
C62 4.852 -0.704 -2.243
H65 2.293 -0.093 -2.999
C63 -4.412 4.286 0.252
H66 -6.793 1.753 2.243

Computed properties:
HOMO = -6.10 eV
orbital gap = 0.179 Ha
lowest unoccupied orbital energy = -1.23 eV
calculated total energy = -4854.046580 Ha



Entry 3:
Computed, not measured: 9 unconnected molecules or ions with the total composition C63H68F8O3 in a non-equilibrium geometry, with wB97M-V/def2-TZVPD.

Element x y z (Å)
C1 11.907 6.413 -5.415
C2 2.716 -12.044 0.729
F1 0.364 -9.330 4.589
H1 0.822 5.426 -0.652
F2 -11.082 -6.236 -1.167
C3 2.534 2.771 -1.600
C4 10.852 5.709 -5.995
H2 12.920 6.279 -5.788
H3 8.687 3.232 -5.963
C5 -10.451 -5.160 -0.678
C6 9.304 6.772 -4.467
C7 -4.865 -4.614 8.283
H4 0.839 1.393 -2.420
C8 2.695 -11.438 -0.529
H5 8.221 -0.292 -3.535
C9 2.792 -10.050 -0.633
H6 -1.988 3.692 -2.482
F3 -9.223 2.151 -4.578
O1 -3.704 3.598 2.014
C10 2.590 7.001 -0.936
C11 2.920 -9.285 0.521
C12 7.253 3.375 -4.361
C13 1.517 -6.094 3.426
C14 -2.942 -1.748 3.597
H7 2.769 -9.561 -1.601
F4 3.018 -7.952 0.421
C15 -9.613 0.818 -2.672
H8 -3.913 2.488 -2.151
H9 -5.454 -5.352 8.822
H10 1.426 -5.448 2.557
C16 7.002 1.398 -2.986
H11 1.810 -8.399 6.533
C17 -2.289 5.782 -1.411
C18 2.931 3.497 -3.039
H12 3.292 5.544 -3.976
C19 3.478 5.865 -1.715
C20 -5.260 -4.198 7.012
C21 -8.404 -4.016 -0.142
C22 2.393 -6.515 5.644
C23 -4.493 -3.261 6.329
H13 -8.502 -5.994 -1.010
H14 -4.649 4.297 -2.396
C24 -9.218 0.402 -1.401
H15 -2.167 6.174 -0.308
H16 2.602 -12.046 -1.425
C25 -3.619 3.476 0.685
C26 1.852 1.296 -1.820
C27 -11.196 -4.083 -0.213
C28 1.020 6.582 -0.664
H17 3.081 7.120 0.146
C29 -1.167 -0.111 3.671
C30 8.211 2.717 -5.131
H18 -4.002 -1.986 3.549
H19 3.916 5.097 -0.919
C31 -8.064 0.937 -0.822
C32 -1.090 6.262 -2.421
H20 -10.510 0.419 -3.135
C33 0.002 7.294 -1.765
H21 9.303 0.883 -5.437
H22 -7.109 3.014 -3.344
C34 -3.712 -4.079 8.863
H23 2.586 0.690 -2.540
C35 -9.061 -5.139 -0.645
H24 1.750 3.500 -1.088
C36 10.361 7.467 -3.880
H25 0.284 -7.666 2.598
H26 -2.326 -3.815 3.649
C37 7.952 0.736 -3.763
H27 0.106 -3.261 3.742
H28 -9.806 -0.337 -0.862
H29 -2.056 -2.717 8.626
C38 1.739 -7.747 5.668
H30 -12.280 -4.122 -0.253
H31 -0.578 5.314 -2.907
C39 11.661 7.289 -4.357
C40 2.948 -9.880 1.777
F5 1.070 -0.851 3.778
O2 1.716 0.483 -0.602
C41 -2.499 4.134 -1.500
H32 -6.409 2.299 -1.058
C42 2.738 5.154 -2.993
C43 -7.693 2.288 -2.789
H33 -2.756 -2.001 6.340
H34 -3.303 6.261 -1.821
O3 -4.663 3.431 -0.354
H35 2.636 -13.126 0.810
H36 11.027 5.018 -6.813
H37 -3.406 -4.401 9.856
C44 -7.304 1.881 -1.513
H38 -11.113 -2.120 0.675
F6 -4.870 -2.865 5.106
H39 -0.454 8.248 -1.261
H40 2.670 8.091 -1.416
H41 1.403 0.572 1.509
H42 0.975 2.189 0.639
H43 -1.235 3.917 0.322
F7 5.743 3.344 -2.550
C45 -10.539 -2.964 0.301
C46 9.560 5.897 -5.518
H44 -7.759 0.615 0.172
H45 0.709 6.995 0.408
F8 8.545 5.226 -6.079
C47 -3.340 -2.728 6.895
H46 2.104 3.123 -3.812
H47 4.028 3.192 -3.399
H48 -2.048 2.129 -0.175
H49 1.609 5.427 -3.134
C48 1.745 1.297 0.623
H50 3.537 2.753 -0.962
H51 0.707 7.656 -2.658
C49 2.840 -11.267 1.882
C50 -2.161 3.293 -0.098
H52 -0.827 0.919 3.687
C51 6.659 2.711 -3.293
H53 12.485 7.835 -3.902
H54 2.784 -4.726 4.507
C52 -4.048 3.563 -1.693
C53 -9.143 -2.932 0.333
H55 10.172 8.147 -3.053
C54 0.987 -8.145 4.567
H56 6.527 0.903 -2.145
H57 -1.610 6.836 -3.326
H58 2.989 -6.199 6.496
H59 6.965 4.397 -4.584
C55 -8.846 1.755 -3.355
C56 -2.000 -2.778 3.651
C57 -2.951 -3.135 8.171
H60 -8.631 -2.057 0.729
C58 -0.640 -2.473 3.707
H61 2.847 1.636 0.930
C59 0.873 -7.331 3.446
C60 -0.237 -1.143 3.719
C61 -2.527 -0.415 3.604
H62 4.437 6.432 -2.145
H63 -3.261 0.385 3.557
C62 2.278 -5.689 4.523
H64 8.286 6.904 -4.115
H65 -6.157 -4.596 6.549
H66 -7.317 -3.987 -0.120
H67 2.852 -11.741 2.861
C63 8.558 1.398 -4.834
H68 3.054 -9.262 2.662

Computed properties:
HOMO = -9.07 eV
orbital gap = 0.352 Ha
lowest unoccupied orbital energy = 0.50 eV
SMILES = COCCCCCCCCCC[C@@H]1COC(=O)C1.Fc1ccccc1.Fc1ccccc1.Fc1ccccc1.Fc1ccccc1.Fc1ccccc1.Fc1ccccc1.Fc1ccccc1.Fc1ccccc1
calculated total energy = -3465.721669 Ha